Computed, not measured: a gas-phase ion, C8H17N4O (charge +1), with ωB97M-V/def2-TZVPD.

Its spin multiplicity is 1. As for the SMILES: CC[C@@](N)(C#N)C[N@H+](C)/C=C(/[NH3+])[O-]. Its HOMO energy is -12.3 eV. As for the net charge: +1. For the HOMO-LUMO gap, the calculation gives 9.39 eV.

Each line ends with the natural charge from an NBO analysis.
Geometry (Å):
1 C -0.0458 1.7989 -1.1929  0.24
2 C 0.6158 -2.3155 -1.1916  0.57
3 C 0.3733 0.1336 0.6715  -0.20
4 C -0.5121 -1.6676 -0.8466  -0.40
5 C -0.3499 1.5038 0.2074  0.02
6 C 1.4616 2.9216 1.0608  -0.63
7 C -0.5630 -2.0547 1.5945  -0.42
8 C -0.0172 2.7695 1.0596  -0.41
9 N -0.0368 1.9393 -2.3354  -0.27
10 N -0.6073 -0.9772 0.5243  -0.40
11 N 0.4668 -3.0575 -2.6346  -0.80
12 N -1.8243 1.3193 0.3028  -0.87
13 O 1.5634 -2.6887 -0.5350  -0.61
14 H 1.1906 0.0729 0.0875  0.23
15 H 0.6203 0.3256 1.6435  0.22
16 H -0.9662 -1.0756 -1.6488  0.21
17 H 1.8699 3.0448 0.0272  0.22
18 H 2.0286 2.0943 1.3827  0.20
19 H 1.9012 3.6490 1.6802  0.24
20 H -1.3932 -2.6630 1.3999  0.23
21 H 0.4689 -2.5473 1.6782  0.27
22 H -0.5830 -1.6329 2.6957  0.23
23 H -0.3898 3.6012 0.4970  0.24
24 H -0.3468 2.8109 2.1311  0.24
25 H 0.0872 -2.5098 -3.4951  0.45
26 H -0.2605 -3.7959 -2.6693  0.44
27 H 1.3487 -3.5952 -2.7938  0.46
28 H -1.5469 -0.5266 0.3792  0.48
29 H -2.3174 1.1925 -0.6499  0.41
30 H -2.2359 1.9305 0.9699  0.41